# 1
Below is a molecular structure, C17H20F5FeO, with properties calculated with ωB97M-V with the def2-TZVPD basis set.

```
! RIJCOSX wB97M-V def2-TZVPD def2/J DEFGRID3
* xyz -2 6
Fe 0.134 0.341 1.463
C 2.109 0.645 2.485
C 2.402 -0.232 1.357
C 2.281 0.539 0.136
H 2.744 -1.249 1.393
C 1.792 1.851 0.484
C 1.705 1.931 1.932
H 1.518 2.817 2.513
H 2.316 0.435 3.519
H 2.626 0.224 -0.832
H 1.597 2.638 -0.229
C -2.101 0.626 1.899
C -1.322 1.747 2.318
C -0.967 2.459 1.134
H -1.167 2.087 3.371
C -1.491 1.775 0.022
C -2.129 0.605 0.487
H -2.667 -0.133 -0.151
H -2.727 -0.028 2.584
H -0.472 3.457 1.094
H -1.477 2.112 -1.040
O 0.136 -1.335 -0.254
C -0.179 -0.052 -3.272
C 0.501 -1.386 -2.957
C 0.644 1.201 -3.028
C -1.706 -0.112 -3.194
C 0.593 -1.937 -1.366
H 1.540 -1.400 -3.355
H -0.023 -2.194 -3.513
H 0.174 -3.027 -1.420
H 1.699 -2.269 -1.209
H 0.733 1.780 -3.946
H 1.656 0.930 -2.683
H 0.249 1.861 -2.238
H -2.124 -0.183 -4.200
H -2.178 0.746 -2.705
H -2.028 -1.001 -2.601
F -0.768 -1.164 3.753
C -0.150 -1.491 2.562
F 1.084 -2.026 2.854
C -0.960 -2.608 1.858
F -1.257 -3.584 2.758
F -2.138 -2.203 1.318
F -0.202 -3.193 0.902
*
```

Summary:
* electronic energy: -67969.3217 eV
* HOMO energy (alpha / beta): 0.0168 / 0.0003 Eh
* orbital gap (alpha / beta): 5.222 / 5.639 eV
* LUMO energy (alpha / beta): 0.2087 / 0.2076 Eh
* M: 391.2 g mol⁻¹

Löwdin atomic charge list, values in e, 6 entries:
1 Fe 0.6179
2 C -0.1910
3 C -0.1861
4 C -0.1487
5 H 0.0809
6 C -0.1868


# 2
Below is a molecular structure, C17H20FHfIN3O10P2, with properties calculated with ωB97M-V with the def2-TZVPD basis set.

```
! RIJCOSX wB97M-V def2-TZVPD def2/J DEFGRID3
* xyz 1 1
Hf 0.333 2.557 3.197
F -0.793 1.623 -2.959
C -0.081 0.777 -2.180
C 0.541 1.291 -1.080
C 1.188 0.437 -0.177
C 1.514 0.944 1.133
O 1.289 2.153 1.430
C 1.981 -0.023 2.064
C 2.223 -1.305 1.657
N 1.894 -1.773 0.442
C 2.147 -3.147 0.104
C 2.045 -4.217 1.144
C 1.003 -4.123 0.073
C 1.276 -0.939 -0.463
C 0.668 -1.427 -1.624
C -0.070 -0.607 -2.469
N -0.755 -1.164 -3.540
C -1.501 -2.389 -3.407
C -3.012 -2.125 -3.285
N -3.479 -1.285 -4.421
C -2.700 -0.019 -4.491
C -1.223 -0.388 -4.658
C 1.996 0.307 3.553
O 2.880 -0.061 4.280
O 0.885 0.874 3.913
H 0.470 2.341 -0.838
H 2.676 -1.997 2.353
H 2.919 -3.250 -0.650
H 1.744 -3.953 2.144
H 2.767 -5.016 1.107
H 0.033 -3.756 0.372
H 0.980 -4.866 -0.708
H 0.744 -2.476 -1.851
H -1.190 -2.929 -2.517
H -1.306 -3.022 -4.281
H -3.230 -1.596 -2.355
H -3.548 -3.076 -3.293
H -4.482 -1.088 -4.325
H -3.334 -1.800 -5.300
H -2.853 0.532 -3.561
H -3.046 0.587 -5.327
H -0.628 0.512 -4.782
H -1.098 -0.988 -5.568
O 0.939 2.977 5.660
P 1.762 4.163 4.892
O 2.758 4.802 5.724
O 2.023 3.494 3.562
O 0.511 5.236 4.581
P -0.697 4.742 3.670
O -1.708 5.923 3.668
O -1.190 3.427 4.253
O -0.204 4.346 2.298
H 1.137 2.985 6.603
H -1.544 6.592 4.329
I -1.658 1.186 1.901
*
```

Summary:
* electronic energy: -73606.1415 eV
* HOMO energy: -0.3837 Eh
* orbital gap: 7.010 eV
* relative energy (zero: lowest compared OMol25 entry of this formula, charge and spin): 20.86 kcal/mol
* LUMO energy: -0.1260 Eh
* M: 812.7 g mol⁻¹

Löwdin atomic charge list, values in e, 6 entries:
1 Hf 1.1523
2 F 0.0596
3 C -0.1735
4 C 0.0712
5 C -0.0848
6 C -0.3530


# 3
Below is a molecular structure, C17H20FN5O4S2, with properties calculated with ωB97M-V with the def2-TZVPD basis set.

```
! RIJCOSX wB97M-V def2-TZVPD def2/J DEFGRID3
* xyz 0 1
N -3.103 0.769 4.310
C -4.053 -0.268 3.821
C -5.023 0.247 2.663
O -4.796 1.651 2.376
C -5.045 -0.654 1.364
C -3.643 -1.181 0.911
C -2.543 -0.270 0.600
C -1.165 -0.782 0.205
C -0.036 0.263 -0.064
C 0.404 1.086 1.067
C 1.433 2.153 1.004
C 2.012 2.292 -0.372
C 1.470 1.384 -1.389
N 0.502 0.435 -1.308
C -0.933 -2.213 0.124
S 0.667 -2.984 -0.278
O 0.410 -4.033 -1.257
O 1.136 -3.623 0.953
F 1.796 -1.913 -0.758
C -2.077 -3.151 0.412
N -2.004 -4.526 0.357
S -3.507 -5.103 0.750
N -4.376 -3.685 1.024
C -3.465 -2.683 0.809
H -2.576 1.172 3.536
H -3.613 1.479 4.837
H -4.696 -0.506 4.724
H -3.508 -1.224 3.583
H -6.074 0.213 3.088
H -4.571 1.757 1.437
H -5.808 -1.482 1.470
H -5.446 -0.005 0.521
H -2.769 0.827 0.685
H -0.096 0.913 2.061
H 1.736 2.786 1.867
H 2.819 3.046 -0.574
H 1.933 1.501 -2.410
C 7.088 1.918 -3.092
C 5.636 2.279 -2.923
O 5.280 3.269 -2.299
N 4.706 1.464 -3.489
C 4.921 0.255 -4.260
H 7.704 2.660 -2.587
H 7.289 0.942 -2.648
H 7.354 1.912 -4.151
H 3.760 1.772 -3.332
H 4.479 0.392 -5.248
H 4.415 -0.571 -3.756
H 5.977 0.019 -4.366
*
```

Summary:
* electronic energy: -57977.6092 eV
* HOMO energy: -0.3420 Eh
* orbital gap: 7.647 eV
* LUMO energy: -0.0610 Eh
* M: 441.5 g mol⁻¹

Löwdin atomic charge list, values in e, 6 entries:
1 N -0.0130
2 C -0.2080
3 C -0.3321
4 O -0.0722
5 C -0.0999
6 C -0.1089


# 4
Below is C17H20FNO6S in the gas phase, with properties calculated with ωB97M-V with the def2-TZVPD basis set.

```
! RIJCOSX wB97M-V def2-TZVPD def2/J DEFGRID3
* xyz 0 1
O 0.050 4.028 0.198
C 0.127 2.848 0.404
O 1.270 2.169 0.533
C 2.496 2.896 0.380
C 3.004 3.403 1.741
C 3.862 2.357 2.461
C 3.401 0.947 2.100
C 3.703 0.683 0.624
C 3.507 1.916 -0.214
O 4.094 2.145 -1.237
C -1.035 1.915 0.533
C -0.866 0.545 0.347
C -1.942 -0.309 0.448
S -1.696 -2.066 0.184
O -2.442 -2.793 1.166
O -0.282 -2.300 0.079
N -2.484 -2.229 -1.286
C -1.668 -1.902 -2.440
C -0.821 -3.105 -2.871
O -1.630 -4.241 -3.088
C -2.341 -4.592 -1.922
C -3.252 -3.447 -1.473
C -3.210 0.161 0.739
C -3.401 1.516 0.933
C -2.318 2.379 0.826
F -2.532 3.678 1.039
H 2.321 3.735 -0.303
H 3.575 4.318 1.587
H 2.127 3.655 2.342
H 3.803 2.515 3.538
H 4.907 2.471 2.164
H 3.917 0.209 2.716
H 2.332 0.854 2.292
H 3.045 -0.097 0.231
H 4.730 0.340 0.481
H 0.108 0.137 0.129
H -1.028 -1.062 -2.173
H -2.341 -1.606 -3.251
H -0.317 -2.905 -3.818
H -0.077 -3.313 -2.090
H -2.922 -5.479 -2.176
H -1.640 -4.827 -1.107
H -3.725 -3.682 -0.521
H -4.014 -3.248 -2.233
H -4.024 -0.541 0.820
H -4.372 1.923 1.169
*
```

Summary:
* electronic energy: -45280.7591 eV
* HOMO energy: -0.3422 Eh
* SMILES string: O=C(O[C@H]1CCCCC1=O)c1cc(S(=O)(=O)N2CCOCC2)ccc1F
* orbital gap: 9.226 eV
* LUMO energy: -0.0032 Eh
* M: 385.4 g mol⁻¹

Löwdin atomic charge list, values in e, 6 entries:
1 O 0.1544
2 C -0.4188
3 O 0.0199
4 C -0.2041
5 C -0.1012
6 C -0.1811


# 5
Below is a molecular structure, C17H20N2O5S, with properties calculated with ωB97M-V with the def2-TZVPD basis set.

```
! RIJCOSX wB97M-V def2-TZVPD def2/J DEFGRID3
* xyz 0 1
C -2.228 -2.806 -0.526
C -0.924 -2.042 -0.192
C -0.853 -0.562 -0.380
C 0.135 0.046 0.040
C 1.193 -0.738 0.498
C 1.069 -2.028 0.868
C -0.074 -2.786 0.572
H -0.030 -3.708 0.429
H 1.890 -2.432 1.200
C 2.352 0.229 1.117
O 2.097 1.558 1.666
N 3.427 -0.197 0.847
H 3.634 -1.323 0.298
C 4.779 0.510 1.289
C 5.581 0.603 -0.098
C 6.703 0.026 -0.233
C 7.107 0.442 -1.579
C 6.008 1.394 -1.840
O 5.251 1.570 -0.990
H 5.817 2.118 -2.653
H 7.881 0.391 -2.328
H 7.244 -0.550 0.350
H 4.439 1.500 1.723
H 5.275 -0.079 2.172
H 0.081 1.319 -0.312
S -2.285 0.271 -1.117
O -2.769 -0.577 -2.326
O -1.966 1.797 -1.211
N -3.652 -0.070 0.149
C -4.898 -0.090 -0.399
H -4.899 -0.442 -1.487
C -5.509 1.347 -0.737
O -5.363 2.103 0.637
C -4.076 2.033 1.030
C -3.467 0.705 1.241
H -2.329 1.059 1.500
H -3.911 0.247 1.880
H -4.082 2.720 2.267
H -3.476 2.765 0.336
H -6.649 1.490 -0.789
H -4.818 1.824 -1.222
H -5.686 -0.549 0.473
H -3.212 -2.616 0.077
H -2.133 -4.017 -0.549
H -2.676 -2.454 -1.689
*
```

Summary:
* electronic energy: -41988.6198 eV
* HOMO energy: -0.3182 Eh
* orbital gap: 8.643 eV
* relative energy (zero: lowest compared OMol25 entry of this formula, charge and spin): 437.57 kcal/mol
* LUMO energy: -0.0006 Eh
* M: 364.4 g mol⁻¹

Löwdin atomic charge list, values in e, 6 entries:
1 C -0.0928
2 C -0.1769
3 C -0.2780
4 C -0.0789
5 C -0.1040
6 C -0.0122


# 6
Below is C17H20N4O5 in the gas phase, with properties calculated with ωB97M-V with the def2-TZVPD basis set.

```
! RIJCOSX wB97M-V def2-TZVPD def2/J DEFGRID3
* xyz 0 1
C -4.904 -0.947 -0.858
C -3.509 -0.357 -0.674
C -2.990 0.230 -1.983
C -3.542 0.706 0.428
N -2.226 1.259 0.656
C -2.002 2.569 0.731
O -2.823 3.453 0.752
N -0.616 2.934 0.832
C 0.467 2.155 0.626
O 0.433 0.968 0.380
C 1.813 2.890 0.726
O 2.832 1.944 0.473
C 2.870 1.477 -0.778
O 2.354 2.016 -1.720
C 3.556 0.118 -0.838
N 2.468 -0.838 -0.729
C 1.612 -1.007 -1.775
N 0.544 -1.703 -1.763
C 0.189 -2.307 -0.583
C -0.995 -3.049 -0.526
C -1.378 -3.645 0.655
C -0.594 -3.517 1.801
C 0.577 -2.796 1.761
C 0.982 -2.187 0.571
C 2.210 -1.400 0.528
O 2.976 -1.230 1.453
H -4.887 -1.730 -1.612
H -5.269 -1.375 0.073
H -5.602 -0.177 -1.179
H -2.827 -1.153 -0.354
H -3.612 1.065 -2.299
H -1.967 0.581 -1.873
H -3.000 -0.525 -2.765
H -4.202 1.533 0.154
H -3.913 0.261 1.359
H -1.433 0.631 0.598
H -0.491 3.929 0.969
H 1.849 3.707 -0.003
H 1.977 3.265 1.738
H 4.212 -0.023 0.024
H 4.084 -0.012 -1.783
H 1.882 -0.499 -2.692
H -1.585 -3.141 -1.425
H -2.294 -4.216 0.696
H -0.908 -3.990 2.720
H 1.204 -2.684 2.632
*
```

Summary:
* electronic energy: -34154.1293 eV
* HOMO energy: -0.3215 Eh
* SMILES string: CC(C)CNC(=O)NC(=O)COC(=O)Cn1cnc2ccccc2c1=O
* orbital gap: 9.221 eV
* relative energy (zero: lowest compared OMol25 entry of this formula, charge and spin): 1.01 kcal/mol
* LUMO energy: 0.0174 Eh
* M: 360.4 g mol⁻¹

Löwdin atomic charge list, values in e, 6 entries:
1 C -0.0740
2 C -0.4196
3 C -0.0615
4 C -0.1504
5 N 0.0968
6 C -0.5164